This record from the OMol25 dataset describes C20H36N8O6PS2 as an isolated structure in a non-equilibrium geometry. The level of theory is ωB97M-V/def2-TZVPD.

```
73
Properties=species:S:1:pos:R:3:forces:R:3:mulliken_charge:R:1
C 3.626248 1.450016 -0.582346 0.167 -0.061 -0.533 -0.7114
O 3.437684 2.140491 -1.804278 0.039 0.047 -0.105 -0.4424
C 2.936461 3.442168 -1.623180 -0.307 -0.030 0.473 -0.5970
C 1.534761 3.502568 -0.996021 0.433 -0.174 -0.439 -1.2485
C 0.657024 2.283997 -1.268132 -0.059 0.442 0.179 0.4046
C -0.552732 2.676551 -2.090220 0.212 -0.448 -0.271 -0.8876
C -1.554340 1.565650 -2.398535 0.501 0.731 0.919 -0.5802
S -1.834996 0.405376 -1.090476 -0.662 1.008 -0.858 1.2368
O -3.100641 -0.218408 -1.374045 -0.975 -0.301 -0.128 -0.7614
O -0.729516 -0.490834 -1.046609 1.155 -0.543 0.419 -0.6400
N -1.970456 1.433816 0.154957 0.001 -0.536 0.096 -0.0835
S -2.180420 0.763060 1.550347 -0.593 0.451 0.825 0.6489
O -3.528982 0.356446 1.854777 -1.060 0.198 0.028 -0.6969
O -1.209467 -0.214178 1.948354 1.139 -0.678 0.161 -0.6007
P -1.692063 2.414944 2.866497 0.727 -0.009 -0.616 0.5020
O -0.426512 3.036437 2.462007 1.026 0.770 -0.337 -0.5902
H 4.680169 1.291360 -0.420804 0.474 -0.006 0.125 0.3376
H 3.154196 0.485190 -0.680412 -0.262 -0.423 0.119 0.1749
H 3.209936 1.965286 0.269561 -0.270 0.232 0.269 0.3229
H 2.911976 3.923877 -2.583929 0.164 -0.004 -0.619 0.3517
H 3.621645 3.998739 -0.987155 0.266 0.310 0.096 0.3464
H 1.050160 4.374938 -1.405295 -0.182 0.507 -0.161 0.4109
H 1.623823 3.703232 0.056028 -0.081 -0.135 0.608 0.4329
H 0.357331 1.884511 -0.320973 -0.238 -0.303 0.463 0.1597
H 1.186891 1.499278 -1.782630 0.334 -0.235 -0.208 0.3279
H -1.031567 3.544824 -1.673617 -0.376 0.285 0.488 0.2579
H -0.166076 2.997439 -3.048512 0.034 0.304 -0.480 0.4575
H -1.161395 0.994532 -3.216548 -0.126 -0.593 -0.462 0.6164
H -2.504985 2.003229 -2.653726 -0.055 -0.197 0.032 -0.2610
H -2.741492 3.355099 2.857393 -0.453 -0.364 0.264 0.0162
H -1.519135 1.828220 4.126370 -0.865 -0.205 0.126 -0.0015
C 4.006576 -2.106888 1.266292 -0.302 0.019 0.191 -0.2956
C 5.146747 -1.436561 0.664394 -0.162 -0.135 0.109 0.4545
N 6.050045 -0.915298 0.191012 0.295 0.081 -0.086 -0.4661
H 4.108972 -3.183485 1.200444 0.071 -0.056 -0.099 -0.2054
H 3.910819 -1.839350 2.317212 0.080 0.114 0.002 0.2826
H 3.079543 -1.832976 0.765060 0.029 0.050 -0.085 0.2341
C -5.659900 0.917528 -4.518363 -0.397 -0.285 0.002 -0.9224
C -4.445304 1.707594 -4.474517 -0.015 -0.037 -0.018 0.5555
N -3.474277 2.316639 -4.440850 -0.284 0.317 -0.497 -0.5273
H -6.539239 1.553271 -4.438174 0.070 0.130 0.056 0.2968
H -5.721106 0.361242 -5.451939 0.118 0.017 -0.051 0.3507
H -5.684400 0.203791 -3.695892 0.145 0.046 0.062 0.2362
C -0.956926 -2.145618 4.468632 0.204 -0.402 -0.122 -0.6740
C -1.387863 -0.989554 5.230563 0.053 -0.044 -0.388 0.4786
N -1.728608 -0.038530 5.769009 -0.104 0.215 0.406 -0.5091
H -0.271278 -1.841743 3.679987 -0.098 0.152 -0.036 0.1661
H -0.455956 -2.869264 5.109788 -0.020 0.035 0.109 0.3367
H -1.808667 -2.631331 3.998406 -0.074 0.097 -0.031 0.2348
C 4.846869 -6.555852 1.125690 0.115 0.030 -0.071 -0.7440
C 3.719107 -5.751060 0.680372 0.152 -0.195 -0.012 0.3469
N 2.828772 -5.121004 0.329405 -0.197 0.087 -0.052 -0.3744
H 5.538418 -6.743930 0.307465 -0.028 0.049 -0.072 0.2890
H 5.397333 -6.058091 1.917999 -0.032 0.075 0.043 0.3427
H 4.510564 -7.512971 1.506062 -0.136 -0.033 0.013 0.1479
C -3.355387 5.475499 -2.866565 -0.375 -0.216 -0.021 -0.4419
C -2.121955 6.242011 -2.825941 -0.168 -0.125 0.014 0.3193
N -1.153661 6.852923 -2.793465 0.236 0.181 -0.013 -0.4466
H -4.220815 6.125123 -2.749262 0.053 0.122 0.018 0.3758
H -3.459158 4.943772 -3.810237 0.141 -0.031 -0.027 0.1885
H -3.384148 4.735301 -2.068638 0.154 -0.014 0.036 0.0265
C -5.886962 2.357378 -0.188749 0.304 -0.196 0.303 -0.6085
C -6.592591 2.753727 -1.393133 -0.066 -0.017 0.109 0.3750
N -7.176574 3.064027 -2.330713 -0.028 0.043 -0.200 -0.5029
H -6.572101 2.267574 0.652128 -0.090 0.024 -0.064 0.3687
H -5.384885 1.399034 -0.321132 0.073 -0.040 -0.076 0.1767
H -5.123403 3.087018 0.071714 0.039 0.051 -0.064 0.1965
C 5.325991 -10.253326 3.838909 -0.166 -0.278 0.120 -0.7946
C 6.021905 -9.084637 3.328900 -0.049 -0.177 0.113 0.3955
N 6.565726 -8.160937 2.926882 0.239 0.116 -0.012 -0.3848
H 4.525134 -10.550266 3.164694 0.003 0.064 -0.070 0.2766
H 6.009691 -11.092744 3.944307 0.087 0.030 -0.030 0.2757
H 4.889405 -10.045902 4.813411 0.021 0.094 0.020 0.2669
```
Positions in Å, forces in eV/Å.

As for the total charge: -1. The lowest unoccupied orbital energy comes out at 1.396 eV. Its orbital gap is 0.2747 hartree. The value obtained for the HOMO energy is -6.08 eV.

***

This record from the OMol25 dataset describes C20H36NO3OsP2 as an isolated structure in a non-equilibrium geometry. The level of theory is ωB97M-V/def2-TZVPD.

```
63
Properties=species:S:1:pos:R:3:forces:R:3:lowdin_spin:R:1
C 4.043020 0.109416 -0.547443 -1.211 1.804 -1.515 0.2986
C 2.666815 0.294477 -0.726206 0.878 0.959 -1.472 0.1297
N 1.775690 -0.470433 -0.028640 -2.269 1.277 -1.009 0.2435
C 2.206583 -1.473544 0.755921 0.112 -1.577 1.113 0.2857
C 3.566103 -1.737069 0.886273 0.354 0.284 -0.298 0.1712
C 4.502512 -0.935330 0.242754 1.402 -1.995 1.710 0.2985
C 2.150524 1.183124 -1.785001 0.567 1.492 3.637 0.2735
P 0.415236 1.684864 -1.464521 1.006 0.764 -1.306 0.1008
Os -0.320994 -0.085951 -0.252799 -2.028 1.140 2.149 1.2875
P -0.516666 -2.130311 0.830133 1.107 -0.603 0.459 0.0730
C 1.183954 -2.322270 1.486739 0.289 -0.231 0.077 0.0391
C -2.374527 0.364930 -0.484951 1.707 -0.631 -0.451 0.0312
C -2.991702 1.406367 0.206501 -0.652 0.243 0.075 0.0572
C -4.371710 1.588514 0.112926 0.201 0.128 0.109 -0.0046
C -5.147027 0.752177 -0.689561 0.251 -0.276 -0.183 0.0707
C -4.524129 -0.272487 -1.420718 0.334 -0.080 -0.070 -0.0051
C -3.136270 -0.455955 -1.334415 -1.008 0.233 0.092 0.0612
O 2.211769 -0.393293 -3.758606 0.394 1.514 -0.006 0.1203
O 1.082603 -2.204533 -2.624579 0.609 0.267 -0.956 -0.0044
H 4.709286 0.780997 -1.087698 -0.076 -0.281 0.124 0.0093
H 3.837265 -2.594405 1.494813 0.243 0.162 -0.077 0.0014
H 5.568294 -1.133926 0.351421 -0.372 0.067 -0.034 0.0151
C 0.165003 3.282416 -0.611318 0.370 0.247 0.167 0.0399
C -0.247013 1.964877 -3.122028 -0.258 0.005 -0.079 0.0063
H 1.452980 -3.382713 1.386608 0.025 0.151 0.222 0.0061
H 1.176587 -2.076888 2.560672 -0.093 -0.103 -0.179 0.0144
H 2.243752 0.418836 -2.950118 0.035 -1.586 -1.565 0.0487
H 2.814809 2.049939 -1.948320 -0.014 -0.540 -0.412 0.0099
C -1.696858 -2.176973 2.177360 -0.239 -0.110 0.284 0.0229
C -0.803768 -3.601681 -0.181373 -0.191 0.028 0.077 0.0048
H -2.401315 2.061603 0.841626 -0.093 -0.165 -0.032 0.0018
H -4.829554 2.397331 0.680856 -0.011 -0.194 -0.166 -0.0014
H -6.226605 0.895281 -0.759296 0.336 -0.048 0.027 0.0036
H -5.113536 -0.930329 -2.062668 0.117 0.235 0.198 -0.0016
H -2.631026 -1.233531 -1.910159 -0.388 0.128 0.064 0.0031
H 0.135161 -0.838600 -1.942491 -1.073 -0.213 1.813 -0.0081
H 0.816595 -2.887667 -3.266229 0.110 0.466 0.277 -0.0001
H 1.717832 -1.494665 -3.182023 -1.033 -1.369 0.857 0.0004
H 3.021281 -0.376314 -4.285660 -0.036 0.033 0.161 0.0023
H -0.583374 -1.370525 -1.223603 0.249 0.431 -1.047 0.0006
H 0.624035 4.109164 -1.172066 -0.087 -0.260 0.072 0.0033
H -0.917149 3.470785 -0.535641 0.286 -0.219 -0.135 0.0031
H 0.571411 3.259598 0.408138 -0.086 -0.117 -0.375 0.0000
H 0.129191 2.911415 -3.527695 -0.038 -0.176 0.074 0.0011
H 0.072434 1.140453 -3.766948 -0.120 0.122 0.053 -0.0001
H -1.339756 1.999845 -3.075859 0.137 0.021 -0.069 -0.0004
H -0.617518 -4.488354 0.438549 -0.113 0.111 -0.262 0.0010
H -1.847441 -3.586495 -0.521310 0.212 -0.126 0.035 0.0006
H -0.132257 -3.578034 -1.049156 -0.082 -0.046 0.275 0.0000
H -1.601606 -3.134292 2.705796 -0.081 0.195 -0.039 0.0042
H -1.526169 -1.338682 2.863525 -0.016 -0.201 -0.237 0.0002
H -2.702932 -2.090198 1.748685 0.175 -0.001 0.139 -0.0001
C 1.395547 2.072583 2.713266 0.132 -0.067 0.090 0.0071
C 0.300035 1.023136 2.828626 0.212 -0.089 0.129 0.0191
C -0.646723 1.335848 3.988323 0.093 -0.009 -0.125 0.0004
O -0.449012 0.952992 1.637830 -0.108 -1.505 -2.110 0.2448
H 0.952008 3.060557 2.540226 0.087 -0.127 0.133 -0.0001
H 2.076888 1.839474 1.888320 -0.052 0.000 0.068 0.0003
H 1.971568 2.093296 3.645769 -0.027 0.137 -0.209 0.0005
H 0.780785 0.044662 3.050800 -0.108 0.280 -0.270 0.0081
H -1.218736 2.239749 3.756045 0.046 -0.104 0.092 0.0001
H -1.342090 0.510155 4.159008 -0.022 0.126 -0.036 -0.0001
H -0.080094 1.496584 4.911590 -0.092 0.002 -0.130 -0.0002
```
Positions in Å, forces in eV/Å.

As for the total charge: +1. The lowest unoccupied orbital energy (spin up / spin down) comes out at -1.991 / -5.654 eV. Its orbital gap (spin up / spin down) is 0.2061 / 0.2053 hartree. As for the multiplicity: 5. The calculation puts the relative energy (zero: lowest compared OMol25 entry of this formula, charge and spin) at 2.210 eV. The value obtained for the HOMO energy (spin up / spin down) is -7.60 / -11.24 eV.

***

This record from the OMol25 dataset describes a 6-piece molecular cluster, C20H36O18 overall in a non-equilibrium geometry. The level of theory is ωB97M-V/def2-TZVPD.

```
74
Properties=species:S:1:pos:R:3:forces:R:3:mulliken_charge:R:1
C 19.574802 -3.819890 -9.811831 0.646 0.823 0.941 -1.8040
C 18.065333 -3.968231 -9.535847 1.794 1.135 0.811 2.4199
C 17.674488 -4.181134 -8.081562 -0.717 1.351 -0.534 0.7509
O 16.763691 -3.092424 -7.892294 -2.089 -0.329 1.850 -0.3905
C 16.583075 -2.330911 -8.972071 -3.158 2.731 2.306 0.6262
O 15.806469 -1.396345 -9.111682 0.965 -1.753 0.862 -0.6348
O 17.426848 -2.660917 -9.828661 3.964 -2.441 -4.642 -0.4245
H 20.283524 -4.667998 -9.842484 -1.201 -0.318 -0.294 0.2961
H 20.096375 -3.194631 -9.043133 -0.893 -0.032 -0.416 0.4501
H 19.634700 -3.276897 -10.739565 0.347 0.070 -0.497 0.3299
H 17.642657 -4.693937 -10.173054 -0.642 -0.627 -0.717 -1.3070
H 18.418818 -3.926640 -7.365448 1.144 -0.462 0.354 0.0071
H 17.207168 -5.131448 -7.870174 -0.146 -0.091 0.091 -0.3428
C 13.470393 -3.167144 -10.593120 -3.386 0.999 -1.526 -1.0500
C 12.234561 -3.724309 -11.375776 3.374 -0.149 -0.397 0.1650
C 12.678536 -4.399076 -12.726492 0.650 1.486 1.988 -0.1404
O 13.141765 -5.620011 -12.186626 1.427 -1.489 -3.444 -0.3606
C 12.633108 -5.922344 -11.027462 -0.975 -2.168 1.240 0.6597
O 12.669386 -6.997766 -10.461245 0.490 1.376 -0.924 -0.6129
O 11.998212 -4.878111 -10.602721 -3.571 0.825 1.848 -0.3128
H 13.643451 -2.241468 -11.019907 1.492 1.880 -0.977 0.4888
H 14.262644 -3.826311 -10.528407 1.655 -1.331 -0.241 0.0431
H 13.131931 -2.915757 -9.637186 -0.479 0.016 1.716 0.3212
H 11.431470 -2.987625 -11.521511 -0.094 -0.728 0.646 0.4534
H 13.518337 -3.950049 -13.236701 0.423 0.429 0.257 0.0172
H 11.902240 -4.358895 -13.458271 -0.976 -1.258 -0.388 0.3112
C 17.743512 -1.315046 -13.761449 1.962 -0.735 0.298 -0.6975
O 16.524667 -1.653985 -14.403487 -1.246 0.427 -0.755 -0.2770
C 15.472591 -1.080510 -13.890690 -0.601 6.467 7.696 0.9159
O 15.596801 -0.130600 -12.859095 -0.505 -5.213 -5.911 -0.6507
O 14.268881 -1.448796 -14.256667 0.359 -2.214 -0.904 -0.3249
C 13.078959 -0.868521 -13.626405 2.081 1.087 -0.167 -0.7312
H 18.412107 -2.090466 -14.136828 0.360 0.592 -0.607 0.4110
H 17.732085 -1.566263 -12.734268 -0.771 -0.073 1.333 0.1554
H 18.181349 -0.297475 -13.748154 -0.941 -0.392 -0.997 0.3385
H 13.174158 0.091084 -14.055807 -0.714 1.573 0.240 0.4271
H 13.160010 -0.829402 -12.557600 0.331 -0.010 0.387 0.3054
H 12.149383 -1.279711 -13.927121 -0.277 -1.213 -0.752 0.2385
C 20.524170 -5.933040 -6.141728 1.251 -0.730 -0.515 -0.6399
O 19.299728 -6.626885 -6.365419 -1.288 2.560 -0.523 -0.0909
C 19.195646 -7.857155 -6.176937 4.235 -8.350 3.141 0.5398
O 20.178661 -8.628431 -5.511232 -6.162 4.346 -4.036 -0.6372
O 18.060600 -8.347195 -6.797294 0.806 1.420 0.427 -0.0903
C 17.639926 -9.714361 -6.838094 0.226 -1.405 0.848 -0.8186
H 20.793959 -5.878930 -5.053864 -0.473 0.299 -1.163 0.2909
H 20.424101 -5.010644 -6.749027 0.034 -0.262 1.089 0.1592
H 21.264854 -6.558726 -6.671713 0.124 0.404 0.578 0.3730
H 18.513533 -10.367872 -7.025172 -0.611 0.341 -0.478 0.3513
H 16.710870 -9.922093 -7.461243 1.662 1.029 -0.047 0.2800
H 17.269782 -10.056056 -5.877762 0.193 0.354 0.624 0.3469
C 12.525514 -3.285454 -6.056584 -1.720 1.778 1.449 -0.7825
O 13.777729 -3.836685 -6.221255 2.011 -2.856 -2.106 -0.2877
C 13.831078 -4.815070 -7.128403 -5.279 -0.869 -4.939 0.9348
O 12.838918 -5.048484 -8.040766 5.537 1.337 5.374 -0.6557
O 14.938604 -5.532050 -7.087549 -0.289 1.318 1.376 -0.3593
C 14.977286 -6.685423 -7.866752 4.355 -1.474 -0.511 -0.5935
H 12.539191 -2.239392 -6.428364 -0.240 -0.708 0.074 0.2484
H 12.521785 -3.286267 -4.973256 -0.811 0.680 0.385 0.3632
H 11.633657 -3.848465 -6.382535 0.935 0.076 -0.385 0.3252
H 15.404250 -7.570590 -7.293217 -0.943 1.268 -0.264 0.0517
H 15.718567 -6.560027 -8.708180 -0.458 0.241 0.791 0.0665
H 14.117593 -6.860980 -8.369375 -3.065 -0.761 -1.020 0.6384
C 17.866029 -7.855679 -10.281171 0.865 -0.044 0.537 -0.6127
O 16.904885 -6.994397 -10.905964 -0.475 1.803 -1.525 -0.1212
C 17.234026 -6.176825 -11.956986 7.001 -2.392 -3.254 0.4773
O 18.448396 -6.296227 -12.678303 -7.241 0.846 4.833 -0.6639
O 16.289643 -5.322336 -12.303141 0.231 -3.567 3.249 -0.0386
C 16.649944 -4.135146 -12.825296 0.884 3.224 -2.674 -0.9486
H 18.414492 -8.457290 -11.035702 -0.300 0.482 0.676 0.4507
H 17.384084 -8.454687 -9.486031 -0.569 -0.046 -1.143 0.1055
H 18.514495 -7.274215 -9.596468 0.275 0.162 -1.019 0.1822
H 16.238471 -3.293043 -12.280297 -0.472 -0.124 0.552 0.0934
H 16.174923 -4.139092 -13.807160 0.420 0.508 -0.244 0.6601
H 17.733215 -3.873951 -12.918376 -0.732 -1.126 0.074 0.3320
```
Positions in Å, forces in eV/Å.

As for the total charge: 0. The lowest unoccupied orbital energy comes out at 0.362 eV. Its orbital gap is 0.3835 hartree. The calculation puts the relative energy (zero: lowest compared OMol25 entry of this formula, charge and spin) at 7.222 eV. The value obtained for the HOMO energy is -10.07 eV. Its SMILES is C[C@H]1COC(=O)O1.C[C@H]1COC(=O)O1.COC(=O)OC.COC(=O)OC.COC(=O)OC.COC(=O)OC.